# 1
The following is a quantum chemistry calculation of a 17-piece molecular cluster, C39H100N9O27S overall, from the Open Molecules 2025 dataset.

CARTESIAN COORDINATES (ANGSTROEM)
C1 -2.047 1.077 0.851
C2 -0.793 0.166 1.370
C3 -0.174 -0.879 0.425
C4 0.756 -0.314 -0.674
C5 1.813 0.645 -0.100
C6 1.445 1.671 0.960
N1 0.253 1.160 1.824
O1 -0.111 2.125 2.787
C7 0.907 2.915 0.181
C8 2.683 2.022 1.783
C9 -1.315 -0.631 2.536
H1 -2.488 1.728 1.606
H2 -2.878 0.396 0.669
H3 -1.697 1.688 0.019
H4 -0.974 -1.472 -0.018
H5 0.433 -1.623 0.942
H6 0.156 0.302 -1.344
H7 1.274 -1.065 -1.270
H8 2.350 1.154 -0.901
H9 2.621 -0.020 0.205
H10 1.775 3.358 -0.307
H11 0.350 3.672 0.734
H12 0.190 2.584 -0.570
H13 2.433 2.638 2.646
H14 3.465 2.577 1.264
H15 3.196 1.120 2.117
H16 -1.995 -1.415 2.201
H17 -1.907 -0.086 3.271
H18 -0.538 -1.102 3.138
S1 -0.463 -6.337 3.885
O2 -1.410 -5.807 4.866
O3 -0.253 -7.767 4.084
O4 -0.907 -6.195 2.483
O5 0.760 -5.628 4.097
C10 6.602 8.694 0.024
C11 6.112 9.522 1.198
O6 4.767 9.447 1.508
O7 6.193 7.367 0.260
H19 7.689 8.763 -0.020
H20 6.253 9.107 -0.922
H21 6.506 10.538 1.162
H22 6.599 9.169 2.106
H23 4.649 9.839 2.376
H24 5.320 7.616 0.571
C12 -4.802 -8.095 0.081
C13 -5.600 -6.946 0.735
O8 -4.752 -5.788 0.558
O9 -3.707 -8.619 0.770
H25 -4.587 -7.872 -0.964
H26 -5.499 -8.934 0.068
H27 -5.812 -7.071 1.796
H28 -6.548 -7.015 0.201
H29 -3.820 -6.009 0.614
H30 -3.167 -7.893 1.091
C14 -3.752 -4.765 9.594
C15 -2.673 -5.678 9.965
O10 -2.328 -6.697 9.080
O11 -3.732 -4.168 8.266
H31 -3.834 -4.058 10.420
H32 -4.704 -5.296 9.615
H33 -2.835 -5.989 10.997
H34 -1.725 -5.169 10.139
H35 -2.092 -6.436 8.187
H36 -3.165 -4.697 7.701
C16 -1.552 8.978 2.337
C17 -2.384 10.184 1.890
O12 -2.976 10.058 0.632
O13 -2.385 7.868 2.591
H37 -1.149 9.262 3.309
H38 -0.779 8.681 1.627
H39 -1.758 11.075 1.836
H40 -3.027 10.433 2.735
H41 -3.314 9.160 0.591
H42 -2.426 7.338 1.791
C18 2.438 -2.864 7.899
C19 3.121 -1.797 6.920
O14 2.516 -1.850 5.639
O15 2.819 -4.192 7.583
H43 1.368 -2.672 7.828
H44 2.686 -2.495 8.894
H45 4.074 -2.263 6.669
H46 3.238 -0.832 7.412
H47 2.494 -2.795 5.474
H48 2.564 -4.363 6.674
C20 1.568 5.782 -6.385
C21 0.805 4.544 -6.880
O16 1.605 3.422 -6.553
O17 2.817 5.865 -6.903
H49 1.626 5.652 -5.304
H50 0.958 6.654 -6.619
H51 0.621 4.563 -7.954
H52 -0.237 4.518 -6.561
H53 2.496 3.764 -6.451
H54 3.302 6.609 -6.538
C22 -9.749 -1.415 -1.597
C23 -10.767 -0.216 -1.732
O18 -10.158 0.831 -2.375
O19 -8.505 -1.012 -1.116
H55 -9.659 -1.919 -2.559
H56 -10.136 -2.239 -0.997
H57 -11.271 0.168 -0.845
H58 -11.563 -0.710 -2.290
H59 -9.232 0.588 -2.300
H60 -8.600 -1.011 -0.161
O20 1.283 -3.799 -7.268
C24 1.650 -2.647 -7.052
N2 0.913 -1.588 -7.245
C25 3.076 -2.385 -6.460
H61 -0.043 -1.873 -7.403
H62 1.254 -0.720 -6.857
H63 3.141 -2.488 -5.377
H64 3.306 -1.322 -6.544
H65 3.808 -3.031 -6.944
O21 8.275 -1.984 0.327
C26 7.786 -3.021 0.008
N3 7.892 -4.113 0.829
C27 7.029 -3.250 -1.309
H66 8.608 -4.022 1.535
H67 7.443 -4.998 0.640
H68 6.046 -3.698 -1.157
H69 7.666 -3.944 -1.857
H70 6.941 -2.273 -1.783
O22 -4.667 5.841 -1.474
C28 -5.172 5.655 -2.607
N4 -4.788 6.457 -3.595
C29 -6.073 4.579 -2.961
H71 -4.910 6.223 -4.570
H72 -4.222 7.281 -3.447
H73 -5.749 4.101 -3.886
H74 -7.053 5.012 -3.159
H75 -6.171 3.893 -2.120
O23 10.884 4.005 1.789
C30 10.742 2.884 1.438
N5 9.898 2.505 0.499
C31 11.590 1.794 2.238
H76 9.199 3.103 0.082
H77 9.763 1.511 0.381
H78 12.210 2.434 2.866
H79 12.326 1.184 1.714
H80 10.891 1.323 2.929
O24 -4.043 -2.512 -6.112
C32 -4.678 -2.911 -5.143
N6 -5.868 -2.448 -4.920
C33 -4.070 -4.022 -4.350
H81 -6.106 -2.667 -3.963
H82 -6.070 -1.594 -5.419
H83 -4.859 -4.487 -3.760
H84 -3.271 -3.568 -3.764
H85 -3.574 -4.847 -4.862
O25 7.743 2.549 -5.335
C34 7.243 3.557 -5.899
N7 6.443 4.256 -5.232
C35 7.606 3.959 -7.308
H86 6.371 3.947 -4.273
H87 5.758 4.844 -5.685
H88 6.882 3.551 -8.015
H89 8.550 3.477 -7.561
H90 7.569 5.030 -7.505
O26 -8.640 -1.651 3.820
C36 -8.106 -2.290 4.680
N8 -7.201 -3.179 4.480
C37 -8.632 -2.112 6.076
H91 -6.952 -3.378 3.522
H92 -6.507 -3.389 5.184
H93 -8.721 -1.046 6.284
H94 -7.878 -2.451 6.786
H95 -9.592 -2.620 6.166
O27 1.730 -6.377 -2.958
C38 0.857 -7.239 -3.159
N9 0.003 -7.746 -2.305
C39 1.028 -7.972 -4.469
H96 -0.074 -7.364 -1.373
H97 -0.773 -8.361 -2.503
H98 0.724 -9.010 -4.333
H99 2.021 -7.757 -4.862
H100 0.358 -7.679 -5.277

* LUMO: -2.0 eV
* molecular weight: 1159.332 g mol⁻¹
* net charge: -1
* calculated total energy: -4468.09931 hartree
* Kohn-Sham gap: 1.76 eV

---

# 2
The following is a quantum chemistry calculation of an isolated molecule of CH4N2, from the Open Molecules 2025 dataset.

CARTESIAN COORDINATES (ANGSTROEM)
C1 1.068 -0.020 -0.025
N1 -0.046 -0.761 -0.069
N2 -1.209 -0.045 -0.209
H1 1.995 -0.610 -0.186
H2 1.105 1.028 -0.106
H3 -1.878 -0.538 0.429
H4 -1.035 0.947 0.165

* LUMO: 1.2 eV
* molecular weight: 44.057 g mol⁻¹
* net charge: 0
* calculated total energy: -149.94449 hartree
* Kohn-Sham gap: 10.42 eV

---

# 3
The following is a quantum chemistry calculation of C27H29BN7O4S3Sn as an isolated structure, from the Open Molecules 2025 dataset.

CARTESIAN COORDINATES (ANGSTROEM)
Sn1 -1.021 0.272 0.912
O1 -0.479 3.998 3.291
C1 -0.456 2.891 2.800
N1 -1.311 2.425 1.850
C2 -2.262 3.379 1.400
C3 -2.297 3.438 -0.094
C4 -2.715 4.613 -0.733
C5 -2.686 4.649 -2.105
C6 -2.092 3.582 -2.784
C7 -1.667 2.486 -2.066
N2 -1.815 2.409 -0.756
C8 0.539 1.909 3.239
C9 1.499 2.322 4.193
C10 2.420 1.405 4.689
C11 2.387 0.101 4.186
C12 1.454 -0.213 3.195
N3 0.541 0.670 2.765
H1 -2.055 4.344 1.880
H2 -3.276 3.094 1.704
H3 -3.133 5.427 -0.151
H4 -3.082 5.514 -2.631
H5 -2.010 3.609 -3.882
H6 -1.134 1.663 -2.524
H7 1.585 3.352 4.461
H8 3.168 1.702 5.424
H9 3.087 -0.649 4.530
H10 1.390 -1.189 2.734
C13 0.252 -2.138 -3.170
N4 -0.174 -3.006 -2.095
C14 0.538 -4.011 -1.499
C15 -0.211 -4.475 -0.439
N5 -1.389 -3.712 -0.346
B1 -2.488 -4.059 0.713
N6 -3.527 -2.954 0.964
C16 -4.761 -3.007 0.346
C17 -5.521 -2.041 0.925
N7 -4.745 -1.379 1.852
C18 -5.142 -0.147 2.558
C19 -3.482 -2.002 1.920
S1 -2.209 -1.596 2.922
C20 -1.416 -2.796 -1.400
S2 -2.490 -1.622 -1.904
H11 1.177 -2.562 -3.647
H12 0.525 -1.158 -2.731
H13 -0.562 -2.020 -3.879
H14 1.519 -4.278 -1.912
H15 -0.014 -5.287 0.228
H16 -2.965 -5.080 0.325
H17 -1.936 -4.242 1.776
H18 -5.050 -3.732 -0.394
H19 -6.540 -1.760 0.733
H20 -5.313 0.685 1.837
H21 -4.375 0.062 3.290
H22 -6.073 -0.379 3.127
C21 7.166 -0.383 -3.156
C22 5.765 -0.326 -2.636
C23 4.845 0.500 -3.291
C24 3.622 0.728 -2.711
C25 3.333 0.235 -1.422
C26 4.187 -0.672 -0.855
C27 5.394 -0.988 -1.472
S3 1.975 0.933 -0.603
O2 2.547 1.847 0.350
O3 1.208 -0.196 0.140
O4 1.131 1.467 -1.668
H23 7.359 0.436 -3.855
H24 7.364 -1.300 -3.706
H25 7.906 -0.313 -2.349
H26 5.062 0.947 -4.252
H27 2.936 1.419 -3.200
H28 3.924 -1.136 0.083
H29 6.072 -1.706 -1.025

* LUMO (alpha / beta): -6.2 / -6.0 eV
* molecular weight: 741.298 g mol⁻¹
* net charge: +1
* calculated total energy: -3164.08194 hartree
* Kohn-Sham gap (alpha / beta): 4.83 / 4.99 eV

---

# 4
The following is a quantum chemistry calculation of an isolated molecule of C3H2O4, from the Open Molecules 2025 dataset.

CARTESIAN COORDINATES (ANGSTROEM)
O1 0.428 1.473 0.689
C1 -0.600 1.295 0.101
C2 -0.913 -0.205 -0.216
O2 -2.050 -0.808 -0.167
C3 0.488 -0.809 0.005
O3 0.255 -1.645 0.935
O4 1.477 -0.306 -0.666
H1 -1.315 1.982 -0.318
H2 2.230 -0.977 -0.363

* LUMO: -1.1 eV
* molecular weight: 102.045 g mol⁻¹
* net charge: 0
* calculated total energy: -416.38279 hartree
* Kohn-Sham gap: 8.84 eV

---

# 5
The following is a quantum chemistry calculation of C17H20F24NbO4 as an isolated structure, from the Open Molecules 2025 dataset.

CARTESIAN COORDINATES (ANGSTROEM)
C1 -1.722 2.742 7.365
C2 -0.882 3.739 7.255
Nb1 -0.500 4.963 9.095
O1 1.537 5.123 8.662
H1 -1.862 2.195 8.244
H2 -2.368 2.557 6.543
H3 -0.423 4.032 6.333
H4 -0.211 3.333 9.926
H5 -0.310 5.924 10.650
H6 -0.758 6.522 8.141
H7 -2.298 4.829 9.485
H8 1.850 5.874 9.155
C3 0.375 1.237 1.852
C4 1.113 2.358 1.095
C5 1.690 3.524 1.902
F1 0.725 4.219 2.523
F2 2.324 4.364 1.044
F3 0.324 2.833 0.108
F4 2.189 1.763 0.501
O2 -1.040 1.268 1.870
C6 -1.696 1.979 2.841
C7 -2.542 3.094 2.231
F5 -1.767 3.957 1.548
F6 -3.162 3.765 3.221
F7 -0.855 2.430 3.775
F8 -2.541 1.120 3.448
H9 0.605 0.334 1.296
H10 0.784 1.088 2.849
H11 2.413 3.166 2.640
H12 -3.287 2.672 1.553
C8 -0.523 -4.112 1.003
C9 -0.900 -2.628 1.165
C10 -2.340 -2.215 0.850
F9 -2.644 -2.446 -0.445
F10 -2.480 -0.894 1.085
F11 -0.037 -1.870 0.453
F12 -0.715 -2.333 2.478
O3 0.150 -4.487 -0.184
C11 -0.528 -4.823 -1.317
C12 -0.199 -3.853 -2.449
F13 -0.554 -2.603 -2.113
F14 -0.896 -4.212 -3.552
F15 -1.849 -4.921 -1.107
F16 -0.092 -6.042 -1.700
H13 0.208 -4.300 1.785
H14 -1.366 -4.768 1.213
H15 -3.045 -2.756 1.487
H16 0.868 -3.874 -2.670
C13 0.374 -2.482 -7.727
C14 1.128 -1.963 -8.965
C15 2.494 -2.577 -9.281
F17 3.381 -2.340 -8.297
F18 2.969 -2.013 -10.417
F19 1.234 -0.622 -8.900
F20 0.342 -2.260 -10.038
O4 0.443 -1.707 -6.547
C16 1.455 -1.862 -5.647
C17 2.271 -0.580 -5.502
F21 2.823 -0.244 -6.682
F22 3.260 -0.798 -4.611
F23 2.227 -2.922 -5.943
F24 0.885 -2.110 -4.450
H17 -0.677 -2.437 -8.003
H18 0.590 -3.531 -7.532
H19 2.405 -3.656 -9.438
H20 1.635 0.236 -5.156

* LUMO: 1.4 eV
* molecular weight: 837.201 g mol⁻¹
* net charge: -1
* calculated total energy: -3414.29752 hartree
* Kohn-Sham gap: 5.39 eV

---

# 6
The following is a quantum chemistry calculation of an isolated molecule of C5H10O, from the Open Molecules 2025 dataset.

CARTESIAN COORDINATES (ANGSTROEM)
C1 1.625 -0.805 -0.569
C2 0.196 -0.885 -0.123
C3 -0.230 -0.512 1.234
C4 -1.404 0.402 0.917
C5 -1.053 1.407 -0.049
O1 -0.439 0.656 -1.256
H1 1.751 -0.895 -1.651
H2 2.102 0.118 -0.223
H3 2.160 -1.640 -0.093
H4 -0.439 -1.598 -0.640
H5 -0.581 -1.390 1.788
H6 0.578 -0.030 1.802
H7 -2.353 -0.106 0.745
H8 -1.899 1.987 -0.425
H9 -0.237 2.082 0.258
H10 0.224 1.210 -1.715

* LUMO (alpha / beta): 0.7 / 0.7 eV
* molecular weight: 86.134 g mol⁻¹
* net charge: 0
* calculated total energy: -271.58466 hartree
* Kohn-Sham gap (alpha / beta): 7.09 / 7.09 eV

---

# 7
The following is a quantum chemistry calculation of C25H27Cl2NdP as an isolated structure, from the Open Molecules 2025 dataset.

CARTESIAN COORDINATES (ANGSTROEM)
Nd1 -0.038 -1.521 -1.131
Cl1 -0.581 -3.595 -0.200
Cl2 -2.386 -1.142 -1.021
C1 -0.147 -1.478 -2.954
H1 0.671 -1.646 -3.662
H2 -1.137 -1.352 -3.409
C2 2.200 -2.048 -0.292
C3 2.338 -1.753 -1.633
H3 2.141 -1.234 0.427
C4 2.732 -2.816 -2.625
H4 2.475 -0.722 -1.945
C5 2.478 -4.228 -2.092
H5 2.221 -2.665 -3.584
H6 3.805 -2.685 -2.844
C6 3.126 -4.383 -0.712
H7 1.398 -4.395 -2.008
H8 2.880 -4.968 -2.792
C7 2.527 -3.395 0.304
H9 3.003 -5.406 -0.341
H10 4.206 -4.205 -0.809
H11 1.632 -3.821 0.764
H12 3.244 -3.212 1.117
C8 -3.556 -0.279 3.381
C9 -2.585 -1.206 3.003
C10 -1.556 -0.828 2.139
C11 -1.482 0.480 1.629
C12 -2.461 1.415 2.037
C13 -3.491 1.031 2.903
P1 -0.076 0.828 0.507
C14 -0.839 1.495 -1.017
C15 0.002 1.605 -2.136
C16 -0.477 2.104 -3.351
C17 -1.807 2.506 -3.467
C18 -2.658 2.411 -2.367
C19 -2.183 1.913 -1.150
C20 0.298 2.227 1.599
C21 0.083 3.549 1.164
C22 0.322 4.624 2.023
C23 0.781 4.394 3.321
C24 1.010 3.087 3.759
C25 0.772 2.006 2.904
H13 -4.353 -0.575 4.051
H14 -2.629 -2.221 3.379
H15 -0.812 -1.562 1.860
H16 -2.433 2.441 1.698
H17 -4.240 1.751 3.206
H18 1.039 1.301 -2.070
H19 0.185 2.178 -4.204
H20 -2.179 2.890 -4.408
H21 -3.692 2.720 -2.458
H22 -2.893 1.852 -0.353
H23 -0.285 3.758 0.170
H24 0.141 5.636 1.684
H25 0.958 5.229 3.986
H26 1.364 2.912 4.767
H27 0.941 0.998 3.260

* LUMO (alpha / beta): 2.7 / 2.7 eV
* multiplicity: 4
* molecular weight: 573.611 g mol⁻¹
* net charge: -1
* calculated total energy: -2791.84108 hartree
* Kohn-Sham gap (alpha / beta): 5.40 / 5.55 eV

---

# 8
The following is a quantum chemistry calculation of an isolated molecule of C14H20N2O4, from the Open Molecules 2025 dataset.

CARTESIAN COORDINATES (ANGSTROEM)
C1 -0.762 2.948 -1.934
C2 -0.114 1.634 -2.455
C3 1.075 1.260 -1.606
C4 -1.204 0.512 -2.538
N1 -2.253 0.757 -3.561
C5 -1.879 0.308 -1.164
O1 -3.026 0.694 -0.879
N2 -1.158 -0.431 -0.264
C6 -1.660 -0.539 1.097
C7 -1.115 -1.759 1.800
C8 0.423 -1.786 1.847
C9 1.164 -1.116 2.799
C10 2.541 -1.148 2.808
C11 3.227 -1.844 1.822
O2 4.602 -1.804 1.838
C12 2.534 -2.441 0.764
C13 1.111 -2.416 0.784
C14 -1.340 0.799 1.793
O3 -0.701 1.690 1.315
O4 -1.945 0.810 2.962
H1 -1.583 3.301 -2.585
H2 0.004 3.796 -1.989
H3 -1.114 2.766 -0.881
H4 0.252 1.729 -3.534
H5 1.475 0.258 -1.780
H6 0.826 1.330 -0.545
H7 1.952 1.900 -1.796
H8 -0.711 -0.450 -2.779
H9 -3.015 1.188 -3.041
H10 -2.004 1.327 -4.328
H11 -0.236 -0.730 -0.489
H12 -2.793 -0.559 1.038
H13 -1.554 -1.817 2.782
H14 -1.521 -2.610 1.191
H15 0.609 -0.498 3.560
H16 3.093 -0.732 3.651
H17 4.981 -2.210 1.079
H18 3.001 -2.907 -0.109
H19 0.559 -2.890 -0.024
H20 -1.739 1.680 3.352

* LUMO: 0.6 eV
* molecular weight: 280.324 g mol⁻¹
* net charge: 0
* calculated total energy: -955.98421 hartree
* Kohn-Sham gap: 9.52 eV